Below is a 6-piece molecular cluster, C22H33O12 overall in a non-equilibrium geometry, with properties calculated with ωB97M-V with the def2-TZVPD basis set.

Geometry as XYZ:
```
67
Properties=species:S:1:pos:R:3:nbo_charge:R:1
C -19.4978 5.2177 8.4875 -0.796
C -18.7678 4.0420 9.0700 0.969
O -17.8380 3.6209 8.4370 -0.792
O -19.0069 3.5188 10.1774 -0.807
H -19.0337 6.0249 7.9208 0.193
H -20.1550 5.7515 9.1739 0.240
H -20.2174 4.7166 7.8400 0.222
O -13.8893 7.0091 7.9893 -0.559
C -14.9093 6.5146 7.5205 0.807
O -16.1187 6.3947 8.2337 -0.572
C -17.0628 5.6906 7.4629 -0.240
C -16.4598 5.6839 6.0368 -0.434
C -14.9669 5.7470 6.2049 -0.510
H -18.1002 5.9928 7.6070 0.178
H -17.1708 4.6439 7.7472 0.318
H -16.6615 6.6386 5.5511 0.196
H -16.7522 4.7624 5.5333 0.244
H -14.6112 6.4408 5.4432 0.234
H -14.5155 4.7558 6.2499 0.251
O -20.6242 -1.0509 8.9117 -0.608
C -20.6651 0.0272 8.4173 0.802
O -20.6798 0.2632 7.2127 -0.469
C -20.8082 1.6197 6.8213 -0.077
C -20.3488 2.3560 8.0741 -0.531
C -20.4649 1.2788 9.1563 -0.639
H -21.8437 1.9540 6.8850 0.184
H -20.1996 1.9554 5.9816 0.199
H -20.7714 3.3543 8.1877 0.214
H -19.2789 2.4938 7.9181 0.305
H -21.1322 1.5570 9.9721 0.324
H -19.6786 1.1040 9.8907 0.265
O -22.4192 1.3508 11.1067 -0.578
C -21.9158 2.4161 11.4019 0.802
O -22.4852 3.4180 12.2788 -0.543
C -21.7196 4.6372 12.2094 -0.083
C -21.1904 4.5434 10.8498 -0.420
C -20.7915 3.0471 10.7218 -0.580
H -21.0058 4.8348 13.0092 0.175
H -22.2397 5.5941 12.1645 0.176
H -20.2716 5.0462 10.5483 0.236
H -21.9721 4.8406 10.1508 0.182
H -19.9161 2.7301 11.2887 0.284
H -20.7191 2.6127 9.7247 0.314
O -17.6220 2.2276 3.2320 -0.615
C -17.9111 2.4919 4.4052 0.779
O -17.3404 1.9939 5.5041 -0.519
C -17.7085 2.5563 6.8072 -0.094
C -18.3185 3.8622 6.3262 -0.486
C -18.7269 3.6352 4.7964 -0.563
H -16.8317 2.6366 7.4497 0.248
H -18.2779 1.6810 7.1197 0.206
H -17.6481 4.7040 6.4996 0.269
H -19.1583 4.1840 6.9422 0.243
H -18.5131 4.5934 4.3228 0.231
H -19.7752 3.3522 4.7020 0.224
O -16.5613 3.7732 9.9132 -0.533
C -16.4810 4.9827 9.9820 0.775
O -15.3454 5.6215 9.9720 -0.505
C -15.5099 7.0277 10.0133 -0.079
C -16.8617 7.1829 10.7159 -0.412
C -17.5938 5.9519 10.0686 -0.560
H -15.4954 7.3300 8.9662 0.243
H -14.6961 7.5167 10.5487 0.170
H -17.3330 8.1474 10.5270 0.197
H -16.7480 7.1572 11.7996 0.206
H -17.9168 6.2149 9.0613 0.245
H -18.4473 5.6058 10.6517 0.255
```

Its total charge is -1. Its electronic energy is -47897.8023 eV. Its spin multiplicity is 1. As for the HOMO-LUMO gap: 7.3 eV. For the HOMO energy, the calculation gives -5.07 eV.